Entry 1:
Density functional theory data (ωB97M-V with the def2-TZVPD basis set) for the molecule C3H3Cl2F in a non-equilibrium geometry.

The geometry in XYZ format:
```
9
Properties=species:S:1:pos:R:3:forces:R:3
Cl -1.970151 0.220479 1.474229 0.025 -0.323 0.087
Cl 2.601494 0.431804 -0.710875 -1.531 -0.344 0.878
F -2.103622 -1.081012 -0.746180 -3.157 -1.464 -0.549
C -1.315870 -0.458178 0.058997 2.262 1.459 -1.242
C 0.971028 0.349805 0.248429 1.867 1.917 -0.244
C -0.139059 -0.223424 -0.525063 0.453 -1.270 1.678
H 0.745301 1.391787 0.400147 0.065 0.735 -0.199
H 0.005403 -0.710942 -1.488267 0.144 0.317 0.256
H 1.205476 0.079682 1.288584 -0.128 -1.027 -0.664
```
Forces are in eV/Å.

Summary:
Molar mass: 128.96 g mol⁻¹
Spin multiplicity: 1
Net charge: 0
Energy: -1136.31162 hartree
Energy relative to the best compared isomer or geometry (same formula, charge and spin): 16.2 kcal per mole
E_LUMO: 0.6 eV

=====

Entry 2:
Density functional theory data (ωB97M-V with the def2-TZVPD basis set) for a structure of composition C12H26Cl2Cu4NO8P in a non-equilibrium geometry.

The geometry in XYZ format:
```
54
Properties=species:S:1:pos:R:3:forces:R:3
Cu -1.194116 2.237038 4.741376 0.536 -1.400 -0.952
Cu 0.638566 -1.457083 2.645737 0.090 1.103 -0.923
Cu -4.514224 2.169021 3.271482 1.048 -0.846 -0.267
Cu -3.492532 0.022540 0.965009 0.911 -0.904 -0.378
Cl -2.149199 2.611262 -0.643459 -0.215 -0.277 0.227
Cl -1.060354 5.970836 -0.562446 -0.108 -0.144 0.192
P 2.204885 0.344187 -0.039858 1.001 2.578 -1.846
O -2.542529 0.935137 2.989137 -2.278 1.271 0.561
O 3.366023 -0.059864 -1.058381 -1.011 -0.434 1.260
O -1.380255 -0.599395 1.883959 -0.977 -0.927 0.046
O 1.932247 -0.619132 1.037220 -0.826 -0.894 0.781
O 2.680608 1.806714 0.444856 0.289 -1.589 -0.807
O -3.849417 -1.548806 -0.522291 0.095 1.204 0.636
O 0.996785 0.793260 -1.002507 0.006 -1.026 1.083
O -0.402334 0.500434 3.488273 -0.876 0.735 1.761
N -2.607160 -3.405899 -0.946244 -1.304 0.715 0.299
C -2.108156 -3.528662 0.414792 2.680 0.867 -0.129
C -1.881335 3.657971 0.785378 0.073 0.662 -0.747
C -3.371009 -2.381046 -1.302626 -0.159 -0.415 0.086
C -2.168968 -4.394152 -1.900763 0.772 -1.277 0.346
C 2.957935 1.889172 2.915460 0.139 0.248 -0.861
C -0.134725 -0.080964 -2.937550 -0.668 0.397 0.047
C 2.185558 2.357332 1.655396 -0.473 -0.894 1.038
C 0.005632 -0.189611 -1.443632 0.425 1.023 -0.388
C -1.478183 0.212664 2.840861 2.100 0.781 -1.494
C 4.104451 -1.310761 -2.936218 -0.167 -0.693 -0.662
C 3.369476 -1.415941 -1.636500 0.499 0.431 0.239
C -0.743557 4.667199 0.559503 -0.123 -1.449 1.067
H 5.128830 -0.952552 -2.860780 -0.015 -0.093 0.389
H 3.710885 2.616110 3.212854 -0.185 0.029 0.322
H -1.635792 3.013465 1.629518 0.057 -0.053 -0.061
H -2.822447 4.184009 0.948861 0.016 0.002 0.093
H 3.497638 0.963260 2.715678 -0.102 -0.016 -0.185
H 2.224042 1.647610 3.683761 0.220 0.317 0.304
H 4.113852 -2.335659 -3.318550 0.264 0.101 -0.282
H 3.866755 -2.121526 -0.969254 0.268 0.397 0.251
H -0.593960 0.849051 -3.279921 0.269 0.302 0.420
H 0.843495 -0.141859 -3.410276 -0.226 -0.570 -0.320
H 0.351567 -1.190500 -1.186555 -0.330 -0.027 0.327
H -2.185891 -2.668997 1.078607 -1.616 -0.065 -0.192
H 1.168372 1.982071 1.827536 -0.196 0.285 -0.340
H 2.153549 3.433850 1.501200 0.185 -0.013 0.174
H -0.552111 4.979485 1.590146 0.139 0.863 -0.248
H -2.606150 -4.433585 -2.896058 -0.246 0.985 0.096
H -2.424716 -5.383402 -1.511577 0.247 0.020 0.188
H 2.370109 -1.844893 -1.737812 -0.226 0.500 -0.253
H -1.081321 -4.316742 -1.966295 -0.023 -0.228 -0.258
H -1.026563 -3.336254 0.295966 0.295 -0.855 -0.163
H 3.617350 -0.686602 -3.684985 -0.249 0.026 0.186
H -0.933268 0.107433 -0.980563 0.023 -0.458 0.386
H 0.140458 4.097547 0.276687 0.034 0.187 -0.378
H -3.595922 -2.353825 -2.377589 -0.049 0.075 0.112
H -2.182529 -4.486884 0.918497 -0.649 -0.066 -0.277
H -0.910365 -0.804080 -3.205065 0.618 -0.492 -0.505
```
Forces are in eV/Å.

Summary:
Molar mass: 668.40 g mol⁻¹
Spin multiplicity: 1
Net charge: +2
Energy: -8952.63396 hartree
E_LUMO: -8.8 eV

=====

Entry 3:
Density functional theory data (ωB97M-V with the def2-TZVPD basis set) for a structure of composition C29H26Br2MoN8O4 in a non-equilibrium geometry.

The geometry in XYZ format:
```
70
Properties=species:S:1:pos:R:3:forces:R:3
Mo 0.180775 -0.026020 0.008840 1.957 -0.677 -0.740
Br 3.350502 3.086846 -3.505208 0.042 0.010 -0.024
Br 8.606348 -1.596161 0.337265 0.096 -0.013 0.009
O 2.157839 0.709530 -0.135374 -0.208 -0.542 0.226
O -0.606293 1.579781 -0.213649 -0.646 1.022 -0.037
O -2.135453 3.205464 -0.147309 -0.189 -0.089 0.003
O 1.765288 -1.356688 0.337054 0.194 -0.041 0.098
N -0.496968 -0.153903 -3.912229 0.462 -0.265 0.419
N -0.022047 0.009613 2.083642 -0.018 0.623 0.954
N 0.585818 -0.931041 -4.141840 -0.321 -0.058 -0.702
N 0.032749 5.467791 -2.950998 0.192 -0.191 0.003
N -1.192117 -1.522146 0.366901 -0.316 -0.385 0.175
N -0.576939 -0.013708 -2.645715 0.020 -0.209 -0.759
N 0.434730 -0.695703 -2.038170 -0.769 0.760 -0.208
N -0.734738 -0.872222 2.607541 -0.345 -0.486 0.005
C -0.238364 3.560938 -1.545170 0.073 -0.033 -0.076
C 0.747237 0.567063 4.346740 -0.093 -0.151 -0.146
C 1.141140 -1.262716 -2.991142 0.293 -0.033 0.215
C 1.365011 1.458489 5.192585 0.079 0.118 0.050
C 4.985584 0.313709 -0.034627 0.096 0.085 -0.027
C 0.940836 -1.380503 -5.511806 -0.010 0.099 0.125
C 0.656404 0.874977 2.983441 0.092 0.153 -0.025
C -1.292698 -2.425539 -6.097361 -0.057 -0.012 -0.035
C 1.704861 3.763555 -2.884930 0.059 0.047 -0.059
C -2.875337 -3.515339 1.262639 -0.043 -0.043 0.005
C 5.875377 -2.271806 0.528876 -0.139 -0.098 0.024
C 6.773237 -1.238936 0.287578 0.098 0.023 -0.002
C -1.830386 -2.318826 -0.511046 0.033 0.131 0.028
C 1.885572 2.653784 4.695255 -0.012 -0.024 0.059
C -1.107431 2.850823 -0.604977 0.101 -0.108 0.199
C 2.658461 -0.453496 0.137716 -0.220 0.077 -0.007
C -2.676447 -3.320847 -0.097195 -0.106 -0.106 0.033
C 1.202762 4.968471 -3.358647 -0.284 0.196 0.056
C 0.982038 3.050852 -1.958785 0.116 -0.267 0.054
C 0.506985 -3.812361 -4.992462 0.025 -0.044 0.020
C -1.389884 -1.711758 1.692949 0.047 0.093 0.004
C 0.205855 -2.650651 -5.934246 -0.057 -0.006 0.130
C 1.801267 2.952573 3.342549 0.042 0.045 0.088
C 4.074744 -0.719665 0.195125 -0.087 0.119 -0.023
C -0.675216 4.776804 -2.065066 0.101 0.174 -0.148
C 6.340543 0.053458 0.012254 -0.102 0.139 -0.030
C -2.222850 -2.693100 2.169654 -0.110 -0.112 0.386
C 1.194663 2.062750 2.479085 -0.071 -0.175 0.061
C 4.521804 -2.009758 0.483305 0.036 -0.179 0.051
H 0.016334 -3.677322 -4.021011 0.030 0.000 -0.041
H -1.765845 -2.130303 -5.156144 0.031 -0.028 -0.029
H 0.339089 -0.361435 4.720197 0.017 0.034 0.000
H -3.537954 -4.298011 1.610169 0.024 0.039 0.018
H 1.384957 2.124487 -1.565956 -0.080 0.197 -0.120
H 2.359906 3.354630 5.369993 -0.003 -0.027 -0.004
H 4.625601 1.312360 -0.246366 0.017 -0.010 -0.013
H 2.020809 -1.875915 -2.869363 -0.052 0.039 -0.017
H 1.757683 5.550554 -4.085395 -0.024 0.000 0.009
H 1.580848 -3.944132 -4.826479 -0.060 0.010 -0.020
H -1.508302 -1.651526 -6.836176 0.018 -0.021 0.046
H -1.664028 -2.121522 -1.557722 0.046 0.033 -0.052
H -1.625000 5.193153 -1.752302 -0.002 0.009 -0.016
H 3.805433 -2.798191 0.677626 0.030 0.023 -0.017
H 0.707451 -0.548289 -6.169682 -0.002 0.084 0.002
H 0.127073 -4.744231 -5.409909 -0.005 0.018 0.022
H 6.241140 -3.263935 0.752517 -0.009 0.008 -0.006
H 2.017385 -1.541540 -5.510639 0.038 0.062 0.041
H 0.628943 -2.882955 -6.915000 0.014 -0.013 -0.009
H -1.771049 -3.346957 -6.429485 -0.004 0.027 -0.002
H -2.344499 -2.783326 3.241942 -0.032 -0.067 -0.087
H 1.444043 1.227732 6.246262 0.005 0.022 -0.017
H 2.203160 3.882215 2.963216 -0.005 -0.020 0.006
H 7.062184 0.840200 -0.159957 -0.023 -0.023 -0.003
H -3.178730 -3.933824 -0.832061 0.013 0.010 0.011
H 1.130799 2.302654 1.432521 -0.037 0.023 -0.135
```
Forces are in eV/Å.

Summary:
Molar mass: 806.33 g mol⁻¹
Spin multiplicity: 3
Net charge: +2
⟨S²⟩: 2.0197
Energy: -7075.43893 hartree
Energy relative to the best compared isomer or geometry (same formula, charge and spin): 0.0 kcal per mole
E_LUMO (alpha / beta): -7.9 / -8.1 eV

=====

Entry 4:
Density functional theory data (ωB97M-V with the def2-TZVPD basis set) for a cluster of 5 separate species, C10H30O10 in total in a non-equilibrium geometry.

The geometry in XYZ format:
```
50
Properties=species:S:1:pos:R:3:forces:R:3
O -1.864061 -5.487645 4.162966 -0.499 0.118 0.702
O 0.009414 -1.308376 -2.045453 0.477 1.200 0.029
O -2.814660 2.671548 -2.317458 0.766 -0.090 -0.878
O 5.188279 3.505555 -0.579063 1.526 1.757 -0.456
O 0.271015 -3.084457 2.527052 1.145 -0.952 -0.462
O -3.939889 4.138763 -0.112552 -0.451 -1.632 1.409
O 2.514969 2.905180 -0.815080 0.710 -0.226 -0.566
O 1.720769 -4.334811 -1.198739 0.639 0.181 -0.224
O -0.659919 -0.991618 0.766341 0.730 1.964 -0.113
O 0.286999 1.349813 -0.887989 2.578 0.765 -2.161
C 1.223999 -1.967465 -1.743853 0.776 -2.961 0.205
C -0.646659 1.471058 0.091237 -0.923 -2.914 0.681
C -3.599600 3.830897 -2.570110 -0.202 -0.434 2.485
C -3.471925 4.724832 -1.261690 -0.495 1.147 -2.767
C -0.652734 -5.171778 3.509964 -0.105 -0.058 -0.822
C 3.527573 1.992627 -0.453026 -0.671 -1.240 1.315
C 4.563643 2.682194 0.319660 -0.061 -0.592 1.042
C -0.883285 -3.901761 2.639816 0.372 0.584 1.203
C -0.299046 0.378867 1.136526 -1.326 0.977 1.780
C 0.771742 -3.303834 -1.087469 -0.528 0.172 0.168
H 1.324368 -5.164404 -0.922621 -0.015 0.056 0.099
H 1.841248 2.254140 -1.024495 -1.273 0.578 -0.304
H 0.229176 0.474791 -1.278629 -0.020 -0.157 -0.473
H -0.893100 0.569411 2.030332 -0.059 -0.013 0.162
H 4.118680 3.192485 1.173893 -0.157 0.420 0.055
H 4.575144 4.221281 -0.761844 0.001 0.118 -0.261
H 1.996478 -1.481564 -1.147793 -0.787 0.859 0.473
H -0.720164 2.506742 0.422996 -0.115 -0.329 0.211
H -2.290185 -6.234847 3.736679 0.126 0.093 -0.009
H -0.161699 -3.598997 -1.566699 -0.067 0.044 -0.493
H 0.173010 -5.084702 4.216130 -0.233 0.637 0.259
H -3.346188 4.336903 -3.501684 0.693 0.017 0.344
H 0.468070 -3.146860 -0.052463 0.366 0.199 0.258
H 1.807136 -2.228179 -2.627085 -0.357 -0.019 -0.448
H -1.518604 1.040054 -0.400739 -1.248 0.906 0.536
H 0.006275 -2.333961 1.990155 0.034 0.350 -0.248
H -1.325872 -4.162456 1.678425 0.007 -0.071 -0.183
H 5.278223 1.993968 0.771131 0.207 -0.163 -0.329
H -2.442793 5.023550 -1.062277 0.287 0.074 -0.787
H -0.099869 -1.382588 -2.996326 -0.323 0.224 -0.023
H -3.697192 4.789884 0.549828 -0.263 -0.388 0.531
H -1.512437 -3.181419 3.162659 -1.164 -0.973 0.256
H -4.116736 5.597397 -1.366340 0.325 0.607 -0.767
H 4.029280 1.455301 -1.257806 -0.247 0.138 -0.521
H -0.595859 -0.972247 -0.191329 -0.149 -0.748 -0.408
H -4.603347 3.441196 -2.739601 -0.532 0.592 0.317
H -3.161573 2.251073 -1.527230 -0.129 0.097 0.116
H -0.388012 -6.075735 2.961422 0.303 0.284 -0.733
H 3.046205 1.266095 0.201600 0.027 -0.598 0.112
H 0.733716 0.534101 1.448635 0.307 -0.601 -0.310
```
Forces are in eV/Å.

Summary:
Molar mass: 310.34 g mol⁻¹
Spin multiplicity: 1
Net charge: 0
Energy: -1151.24467 hartree
Energy relative to the best compared isomer or geometry (same formula, charge and spin): 54.1 kcal per mole
E_LUMO: 0.3 eV

=====

Entry 5:
Density functional theory data (ωB97M-V with the def2-TZVPD basis set) for the molecule C24H23Cl4N5O2S in a non-equilibrium geometry.

The geometry in XYZ format:
```
59
Properties=species:S:1:pos:R:3:forces:R:3
Cl -0.004714 4.194811 -6.161838 -0.016 0.035 -0.092
Cl -3.949150 -5.015485 4.004640 0.007 -0.214 0.137
Cl 0.023855 4.650723 -0.785038 -0.007 0.072 0.073
Cl -5.319064 -2.535954 2.755315 -0.212 0.159 -0.049
S 2.552467 -2.016716 -3.413320 -0.241 0.338 0.469
O -1.907773 1.026612 1.935323 -0.031 -0.134 -0.187
O -2.243866 4.250763 3.683335 -0.072 0.153 0.463
N 0.399305 -3.184581 1.860530 0.547 -0.100 0.058
N 1.548080 -0.234259 -1.836766 -0.006 0.340 0.348
N -0.363868 5.609587 -3.578596 -0.102 0.270 -0.030
N 2.111901 -2.220286 -0.750421 0.027 -0.070 0.286
N -0.583732 -1.407583 0.933226 0.087 -0.237 0.110
C 0.575044 -2.108976 1.140607 -0.173 -0.093 0.199
C -1.911895 1.930919 3.011533 -0.013 0.335 0.154
C -0.740482 1.042338 1.142978 -0.013 -0.133 -0.296
C 2.023251 -1.435777 -1.829770 0.267 -0.341 -0.921
C -3.629559 -2.781337 2.510658 0.134 0.018 -0.095
C 0.335305 3.731230 -2.226710 -0.036 0.031 -0.169
C -1.567760 -2.093617 1.597282 -0.072 -0.755 0.445
C -2.924053 -1.861536 1.760202 -0.038 -0.020 0.008
C 3.137365 -3.745507 0.722937 0.041 -0.046 0.001
C 2.871192 -3.455555 -0.754426 0.180 -0.401 -0.196
C -0.929981 -3.218651 2.171750 -0.586 0.624 -0.305
C 2.069201 -0.487313 -4.061448 -0.092 0.095 0.255
C 0.065062 4.323703 -3.468139 0.185 -0.288 0.061
C 3.048650 -2.369911 1.381787 -0.106 -0.040 -0.009
C 1.066768 1.680286 -3.248867 -0.211 0.568 0.013
C -2.071904 3.399142 2.580493 -0.012 -0.461 -0.334
C 0.802983 2.238184 -4.499187 0.010 -0.008 0.335
C -3.005709 -3.904292 3.079684 0.077 -0.002 -0.004
C 0.829270 2.452466 -2.112014 0.003 -0.109 -0.288
C 0.320689 3.524949 -4.593606 -0.004 0.001 0.096
C -0.772165 -0.175121 0.214283 0.011 0.789 0.202
C 1.914997 -1.700584 0.599103 0.008 0.271 0.162
C -1.655837 -4.137807 2.920945 -0.076 0.175 -0.093
C 1.565575 0.323636 -3.089126 0.459 -0.820 -0.597
H -0.726906 5.902031 -4.470141 -0.029 0.035 0.104
H 0.006211 -0.080937 -0.550546 -0.268 -0.002 0.183
H -3.042533 3.994862 4.158702 0.055 0.036 -0.052
H 3.803000 -3.312130 -1.316574 -0.028 -0.014 0.036
H -0.699385 1.953234 0.531493 0.055 -0.037 0.029
H 2.351443 -4.377877 1.130533 0.105 -0.026 -0.020
H -0.998755 1.823159 3.615272 -0.095 -0.001 -0.016
H 0.152140 1.008020 1.786303 -0.017 0.016 -0.063
H 1.989772 -0.609484 0.574701 0.034 -0.099 -0.009
H 3.973264 -1.809516 1.238208 -0.015 0.061 -0.020
H -0.726564 6.052359 -2.751301 -0.024 0.011 -0.099
H -1.750049 -0.209612 -0.271182 0.070 -0.007 -0.078
H 0.963697 1.667261 -5.398941 -0.014 -0.033 -0.130
H -1.181427 -4.997557 3.362881 0.027 -0.118 0.069
H 2.822657 -2.438170 2.441693 0.034 0.041 0.043
H 2.205672 -0.292356 -5.103984 0.018 0.127 -0.257
H 1.043781 2.036728 -1.141870 0.006 0.005 0.114
H -3.410188 -0.992544 1.350251 -0.096 0.072 -0.005
H -1.170589 3.755075 2.076820 -0.082 -0.064 -0.064
H -2.917216 3.474576 1.881595 0.134 -0.042 -0.011
H -2.771124 1.637271 3.623684 0.097 0.093 0.044
H 4.103142 -4.221067 0.875813 0.025 -0.042 -0.025
H 2.300511 -4.251831 -1.240749 0.084 -0.017 0.016
```
Forces are in eV/Å.

Summary:
Molar mass: 587.36 g mol⁻¹
Spin multiplicity: 1
Net charge: 0
Energy: -3591.63424 hartree
Energy relative to the best compared isomer or geometry (same formula, charge and spin): 7.0 kcal per mole
E_LUMO: 0.5 eV

=====

- Which of these has the lowest molar mass?
  C3H3Cl2F

=====

- Look up the net charge of the third one.
  +2

=====

- Which formula does entry 4 have?
  C10H30O10

=====

- Which of these has the lowest molar mass?
  C3H3Cl2F